Record 1
54
Properties=species:S:1:pos:R:3:mulliken_spin:R:1 method="wB97M-V/def2-TZVPD" multiplicity=6 orbital_gap_ev="3.50 / 3.27" molar_mass_g_mol=485.5 homo_ev="-0.54 / -3.79" total_charge=-1 energy_ev=-41174.075
C 2.39 -3.85 -0.87 0.014
C 2.69 -3.36 -2.18 -0.055
C 1.46 -3.01 -2.82 0.092
C 0.38 -3.33 -1.93 -0.006
C 0.96 -3.84 -0.70 0.099
Ru 1.59 -1.76 -0.95 1.228
N 2.58 -1.23 0.74 0.042
C 3.46 -0.27 0.16 -0.011
C 3.35 -0.67 -1.32 -0.031
H 1.36 -2.59 -3.82 0.014
H 3.68 -3.24 -2.60 -0.004
H -0.68 -3.23 -2.14 0.005
H 0.42 -4.18 0.18 -0.008
H 3.12 -4.20 -0.14 0.003
H 4.17 -1.35 -1.57 0.007
H 4.49 -0.42 0.54 -0.004
H 2.22 -1.04 1.68 0.020
H 3.28 0.16 -2.03 0.008
H 3.23 0.80 0.33 0.008
N 0.17 -0.72 -0.69 0.583
P -0.73 0.41 0.10 0.176
C -2.04 -0.35 1.07 0.049
C -3.38 0.05 0.93 0.078
C -4.39 -0.53 1.70 -0.065
C -4.07 -1.53 2.63 0.312
C -2.74 -1.94 2.78 -0.139
C -1.73 -1.37 2.00 0.251
C 0.36 1.40 1.14 -0.006
C 0.71 0.97 2.43 0.023
C 1.65 1.69 3.17 -0.029
C 2.19 2.88 2.67 0.101
C 1.82 3.33 1.40 -0.043
C 0.91 2.60 0.63 0.094
C -1.47 1.51 -1.10 0.398
C -2.14 2.67 -0.67 0.545
C -2.73 3.52 -1.61 -0.129
C -2.65 3.21 -2.97 0.586
C -1.99 2.05 -3.40 0.409
C -1.40 1.19 -2.47 -0.065
H -3.64 0.83 0.20 0.089
H -5.42 -0.21 1.58 -0.003
H -4.85 -1.99 3.23 0.042
H -2.48 -2.71 3.51 -0.012
H -0.69 -1.72 2.10 0.095
H 0.24 0.08 2.85 0.030
H 1.94 1.32 4.16 -0.001
H 2.90 3.44 3.26 0.019
H 2.23 4.26 1.00 -0.004
H 0.61 2.96 -0.35 0.045
H -2.21 2.91 0.39 0.072
H -3.25 4.42 -1.27 -0.005
H -3.10 3.87 -3.71 0.032
H -1.93 1.81 -4.46 0.016
H -0.88 0.29 -2.78 0.034



Record 2
55
Properties=species:S:1:pos:R:3:mulliken_spin:R:1 method="wB97M-V/def2-TZVPD" multiplicity=3 orbital_gap_ev="6.53 / 7.19" molar_mass_g_mol=550.7 homo_ev="-6.52 / -7.18" energy_ev=-120929.731
Ni 0.45 0.01 -0.48 1.589
C 3.62 -0.23 0.51 -0.004
C 3.74 -0.98 -0.81 0.009
S 2.13 -1.55 -1.44 0.060
C 2.23 -1.06 -3.17 -0.006
C 2.27 0.44 -3.44 0.008
S 1.02 1.39 -2.52 0.051
C 2.04 2.70 -1.79 -0.001
C 3.15 2.23 -0.84 0.004
S 2.53 1.21 0.53 0.036
H 4.62 0.07 0.84 -0.001
H 3.18 -0.87 1.26 -0.001
H 4.36 -1.86 -0.64 0.001
H 4.21 -0.38 -1.59 0.001
H 1.34 -1.51 -3.62 -0.001
H 3.10 -1.53 -3.62 0.001
H 2.08 0.62 -4.50 0.001
H 3.24 0.87 -3.21 0.000
H 1.32 3.32 -1.26 -0.001
H 2.48 3.30 -2.59 0.002
H 3.62 3.11 -0.41 0.000
H 3.92 1.67 -1.36 0.000
C -1.02 0.52 2.95 -0.003
N -1.72 1.63 2.32 0.005
C -2.89 2.13 3.03 -0.001
C -1.40 2.10 1.13 0.004
O -0.52 1.69 0.36 0.008
H -0.93 0.72 4.01 0.000
H -0.03 0.42 2.51 0.002
H -1.54 -0.42 2.80 -0.001
H -2.60 2.54 3.99 0.000
H -3.60 1.33 3.18 0.001
H -3.38 2.91 2.44 0.000
H -2.01 2.96 0.83 0.001
Cl -6.34 0.21 1.28 0.003
C -4.83 -0.15 0.46 0.039
C -4.07 -1.24 0.83 -0.021
C -2.89 -1.52 0.16 0.037
C -2.41 -0.71 -0.87 -0.038
C -1.13 -0.94 -1.55 0.173
C -3.22 0.39 -1.22 0.034
C -4.41 0.67 -0.58 -0.020
H -4.41 -1.88 1.64 -0.001
H -2.30 -2.38 0.47 0.003
H -1.10 -0.48 -2.53 0.003
H -0.79 -1.98 -1.54 -0.002
H -2.89 1.04 -2.03 0.000
H -5.02 1.51 -0.88 -0.001
F 1.07 -4.26 0.36 0.000
C 1.34 -3.62 1.51 0.001
F 1.26 -4.51 2.50 0.000
F 2.64 -3.22 1.44 0.000
C 0.37 -2.42 1.70 0.005
O -0.60 -2.63 2.40 0.006
O 0.73 -1.39 1.06 0.014



Record 3
18
Properties=species:S:1:pos:R:3:nbo_charge:R:1 method="wB97M-V/def2-TZVPD" orbital_gap_ev=9.37 molar_mass_g_mol=127.1 homo_ev=-8.64 energy_ev=-11950.383
C -0.38 -1.77 0.67 -0.583
C -0.80 0.86 0.63 0.697
C 0.70 -0.03 -0.82 -0.004
C 0.12 -0.37 0.43 -0.262
N -2.02 0.78 0.02 -0.839
C 1.61 -0.10 0.57 0.133
C 0.59 0.45 -2.04 -0.415
O 2.14 1.08 1.09 -0.684
O -0.53 1.78 1.39 -0.618
H 1.70 1.86 0.69 0.495
H -2.21 0.12 -0.71 0.396
H -2.69 1.51 0.25 0.411
H 2.20 -0.98 0.84 0.203
H 0.39 -2.52 0.46 0.223
H -1.21 -2.01 -0.01 0.211
H -0.69 -1.88 1.71 0.229
H -0.36 0.81 -2.43 0.194
H 1.42 0.43 -2.73 0.216



Record 4
16
Properties=species:S:1:pos:R:3:nbo_charge:R:1 method="wB97M-V/def2-TZVPD" orbital_gap_ev=10.64 molar_mass_g_mol=103.1 homo_ev=-9.75 energy_ev=-9878.401
C 0.93 -0.02 1.61 -0.615
C 0.01 0.26 0.43 -0.066
C 0.64 1.26 -0.55 -0.067
O -0.20 1.57 -1.63 -0.709
N -0.39 -0.98 -0.27 -0.663
C -1.61 -1.36 -0.70 0.510
O -1.62 -2.44 -1.27 -0.645
H 0.45 -0.68 2.33 0.224
H 1.22 0.91 2.12 0.218
H 1.85 -0.50 1.25 0.210
H -0.92 0.73 0.80 0.207
H 0.84 2.21 -0.03 0.186
H 1.61 0.85 -0.89 0.158
H -0.33 0.75 -2.13 0.469
H 0.01 -1.89 -0.65 0.439
H -2.49 -0.73 -0.54 0.141